No. 1
ORCA calculation (wB97M-V/def2-TZVPD) on a molecular structure, C23H27F32GaO6P.

XYZ file:
```
90
Properties=species:S:1:pos:R:3:lowdin_charge:R:1
C -0.1633 -0.2851 0.9493 -0.1319
C 0.5890 -0.5429 2.2594 -0.2773
C 0.0405 -1.7634 3.0075 -0.4023
O 0.7768 -2.1416 4.1439 -0.3777
Ga 2.5365 -2.7456 3.8785 0.2385
P 2.6390 -4.0891 1.9056 0.4796
O 3.9156 -4.8892 1.7872 -0.6166
H 0.1796 0.6761 0.5125 0.0507
H -1.2579 -0.2364 1.1123 0.0698
H 0.0357 -1.0835 0.2149 0.0637
H 1.6702 -0.6535 2.0653 0.0742
H 0.4797 0.3427 2.9182 0.1104
H -0.9966 -1.5044 3.3271 0.1100
H -0.0709 -2.6051 2.2804 0.0963
H 3.5503 -1.5308 3.5848 -0.0978
H 3.0346 -3.5355 5.1337 -0.0948
H 2.4383 -3.2871 0.7467 -0.0734
H 1.5142 -4.9541 1.7735 -0.0667
C 0.4967 5.7126 1.0953 -0.0367
C 1.1185 4.3097 1.0346 -0.4468
C 2.5698 4.2064 0.5492 -0.3112
F 2.6696 4.6265 -0.7306 0.0920
F 2.9478 2.9151 0.6112 0.1089
F 0.3536 3.4623 0.3247 0.1342
F 1.1583 3.8611 2.3247 0.1045
O -0.3573 6.1183 0.0413 0.0512
C 0.0894 6.7415 -1.0885 -0.5333
C -0.3332 5.9909 -2.3657 -0.2823
F 0.1966 4.7534 -2.3823 0.1036
F 0.1354 6.6637 -3.4486 0.0934
F 1.4176 6.9726 -1.0560 0.1462
F -0.5260 7.9501 -1.1653 0.1344
H -0.1571 5.6747 1.9660 0.1500
H 1.2669 6.4606 1.2959 0.1471
H 3.2289 4.8064 1.1820 0.1719
H -1.4178 5.9265 -2.4141 0.1435
C 4.1312 -9.2163 4.1707 -0.0621
C 5.4755 -9.9485 4.1457 -0.4395
C 6.1728 -10.1995 5.4863 -0.3134
F 6.5214 -9.0391 6.0708 0.1005
F 7.2973 -10.9195 5.2566 0.0870
F 6.3389 -9.3629 3.2958 0.1434
F 5.2070 -11.2125 3.6718 0.0803
O 4.1388 -7.8513 3.8602 0.0559
C 4.2932 -6.8781 4.8172 -0.5365
C 5.5114 -5.9973 4.5010 -0.2781
F 6.6314 -6.7657 4.4852 0.0785
F 5.6492 -5.0799 5.4830 0.0854
F 4.3623 -7.4101 6.0646 0.1304
F 3.2341 -6.0583 4.7625 0.1130
H 3.5677 -9.6824 3.3610 0.1487
H 3.6012 -9.4295 5.1023 0.1457
H 5.5227 -10.7698 6.1547 0.1687
H 5.3575 -5.5156 3.5313 0.1458
C -5.3562 5.0033 -3.3034 -0.0337
C -4.2434 4.9633 -2.2516 -0.4290
C -4.3413 3.8910 -1.1656 -0.2994
F -5.4475 4.1228 -0.4253 0.0987
F -3.2509 3.9909 -0.3727 0.1051
F -4.0859 6.1779 -1.6778 0.1351
F -3.0941 4.6959 -2.9516 0.0809
O -6.3674 5.9727 -3.1172 0.0538
C -7.5093 5.7342 -2.4171 -0.5426
C -7.6631 6.7214 -1.2455 -0.2861
F -6.6422 6.5779 -0.3804 0.1037
F -8.8225 6.4474 -0.6019 0.0959
F -7.6177 4.4613 -1.9937 0.1544
F -8.5662 5.9847 -3.2403 0.1302
H -4.8501 5.3135 -4.2165 0.1517
H -5.7620 4.0053 -3.4784 0.1517
H -4.3825 2.8928 -1.5990 0.1549
H -7.6851 7.7441 -1.6267 0.1735
C -0.1792 0.5838 -4.7816 -0.0393
C -1.5039 1.3229 -4.5829 -0.4367
C -2.2863 1.0039 -3.3105 -0.2883
F -2.6870 -0.2762 -3.3067 0.1106
F -3.4020 1.7891 -3.2891 0.0687
F -2.3050 1.1813 -5.6628 0.1340
F -1.1886 2.6518 -4.4701 0.0943
O -0.2070 -0.5210 -5.6578 0.0504
C -0.4670 -1.7950 -5.2332 -0.5434
C -1.6925 -2.3778 -5.9607 -0.2859
F -2.7872 -1.6354 -5.6897 0.0962
F -1.9030 -3.6369 -5.5214 0.1020
F -0.6087 -1.8868 -3.9022 0.1616
F 0.5788 -2.5783 -5.6018 0.1403
H 0.4604 1.3131 -5.2788 0.1517
H 0.2822 0.3441 -3.8210 0.1542
H -1.6880 1.2163 -2.4231 0.1790
H -1.5114 -2.3869 -7.0373 0.1730
```

## Properties
* frontier orbital gap: 6.57 eV
* energy relative to the best compared isomer or geometry (same formula, charge and spin): 0.0 kJ/mol
* total charge: -1
* E: -6805.98481 hartree



No. 2
ORCA calculation (wB97M-V/def2-TZVPD) on a molecular structure, C20H46HfOP4S.

XYZ file:
```
73
Properties=species:S:1:pos:R:3:lowdin_charge:R:1
Hf 0.1184 0.3116 0.2698 1.2617
P -1.7874 -1.5460 0.4735 0.7072
P 1.8686 -1.0205 -1.1304 0.7221
P -2.0274 0.2505 -2.7888 0.8942
H -0.5670 4.3004 -1.4787 0.1643
C -0.7410 3.2112 -1.3569 -0.1803
C -2.1802 3.0219 -0.9567 -0.4405
H -2.4060 3.8026 -0.2168 0.1089
C -1.9858 -1.8565 2.2702 -0.2240
C -1.4348 -3.2609 -0.0674 -0.2219
C -3.5713 -1.4852 0.0358 -0.2567
C 3.3668 -0.0269 -1.4929 -0.2289
C 2.5534 -2.3298 -0.0214 -0.2325
C 1.7367 -2.0316 -2.6541 -0.2290
C -3.2676 0.8722 -3.9823 -0.2087
C -1.8878 -1.5300 -3.1846 -0.2054
C -0.3778 0.7586 -3.5485 -0.1562
H -0.5322 2.7623 -2.3375 0.0712
H -2.9375 3.1433 -1.7558 0.1140
H -2.0116 -0.9049 2.8161 0.0491
H -1.1580 -2.4758 2.6395 0.0505
H -2.9372 -2.3848 2.4248 0.0818
H -0.3687 -3.4859 0.0401 0.0351
H -1.7145 -3.3982 -1.1176 0.0436
H -2.0196 -3.9451 0.5661 0.0877
H -4.0124 -0.5244 0.3184 0.0180
H -4.0849 -2.2780 0.5986 0.0869
H -3.7244 -1.6476 -1.0362 0.0346
H 4.1725 -0.7012 -1.8255 0.0864
H 3.6833 0.5304 -0.5977 0.0502
H 3.1352 0.7051 -2.2804 0.0629
H 3.1030 -3.0582 -0.6383 0.0852
H 1.7350 -2.8524 0.4940 0.0305
H 3.2197 -1.8996 0.7402 0.0402
H 2.7013 -2.5456 -2.7841 0.0874
H 1.5300 -1.4214 -3.5406 0.0467
H 0.9455 -2.7828 -2.5432 0.0525
H -3.1899 0.2744 -4.9008 0.0784
H -3.0903 1.9447 -4.2061 0.0852
H -4.2702 0.7428 -3.5494 0.0757
H -1.9199 -1.6034 -4.2799 0.0954
H -2.6782 -2.1539 -2.7534 0.0562
H -0.8896 -1.8981 -2.8852 0.0172
H -0.5757 1.0308 -4.5927 0.1024
H 0.2790 -0.1219 -3.5831 0.0095
H 0.2128 1.5528 -3.0675 0.0310
C -0.7667 2.2315 0.8853 -0.4679
C 0.1699 2.6969 -0.2278 -0.3919
C 1.2331 3.6526 0.2669 0.0162
C 1.6327 3.5844 1.5742 -0.0521
C 0.8705 2.9174 2.5528 -0.0763
C -0.3614 2.3144 2.2232 -0.1169
S -2.5367 1.5757 0.0772 0.8736
H -3.0840 0.6985 -1.6196 0.0431
H 0.7889 1.8270 -0.7512 0.0613
H 1.6611 4.3559 -0.4533 0.1464
H 2.5557 4.0929 1.8943 0.1490
H 1.1979 2.9558 3.5941 0.1195
H -1.0767 2.0582 3.0046 0.1342
C 1.9541 -2.1995 3.5525 -0.1213
P 1.7651 -0.4371 3.2915 0.7290
C 0.8824 0.2773 4.6680 -0.1166
C 3.2931 0.3783 2.8838 -0.1130
O 0.8992 -0.2606 1.9880 -0.5347
H 2.5361 -2.3613 4.4729 0.1004
H 2.4672 -2.6731 2.7061 0.0530
H 0.9725 -2.6870 3.6676 0.0758
H 1.1239 -0.2876 5.5761 0.0962
H 1.1830 1.3201 4.8099 0.0636
H -0.2015 0.2598 4.4918 0.0731
H 3.7233 -0.0523 1.9709 0.0584
H 3.0937 1.4338 2.6607 0.0558
H 4.0109 0.2831 3.7070 0.1020
```

## Properties
* frontier orbital gap: 5.50 eV
* energy relative to the best compared isomer or geometry (same formula, charge and spin): 166.8 kJ/mol
* total charge: +4
* E: -2674.96735 hartree



No. 3
ORCA calculation (wB97M-V/def2-TZVPD) on 2 unconnected molecules or ions with the total composition C12H16N2.

XYZ file:
```
30
Properties=species:S:1:pos:R:3:mulliken_spin:R:1
C -2.2641 0.5604 1.8093 -0.1262
C -0.3734 -1.0099 2.5426 0.5689
C -1.7117 -0.7580 2.0905 0.2401
C -0.1402 -2.3209 2.9458 -0.0163
C -2.5444 -1.8245 1.7205 0.3601
C -1.0125 -3.3901 2.4937 0.0165
C -2.1333 -3.1524 1.6990 0.1190
H 0.2431 -0.0692 2.8068 -0.0409
H 0.5823 -2.5845 3.7116 -0.0860
H -2.1926 0.8583 0.7841 0.0288
H -1.7212 1.3098 2.4245 0.0008
H -3.5199 -1.5696 1.5029 -0.0292
H -0.7370 -4.3921 2.8042 -0.0780
H -2.5513 -3.9969 1.0211 -0.0732
H -3.2918 0.6760 2.1029 -0.0307
C 0.5790 1.2159 -3.5679 0.0037
C 1.3159 0.0127 -4.2367 0.0905
C 1.1962 1.7573 -2.3745 -0.1435
C 2.3754 2.3924 -2.0252 0.2074
C 1.2221 1.9233 -0.1188 0.3814
N 0.6310 1.3926 -1.1412 -0.0628
N 2.4945 2.4481 -0.6040 -0.0806
H 0.6114 2.0557 -4.3695 0.0076
H -0.5124 1.0979 -3.6709 -0.0174
H 2.3543 0.2569 -4.3577 0.0184
H 3.1688 2.7749 -2.5106 -0.0171
H 1.1303 2.0928 0.9930 -0.0780
H 3.0609 3.1022 -0.1645 -0.0844
H 1.0141 -0.2469 -5.2562 -0.0248
H 1.4284 -0.6878 -3.4744 -0.0541
```

## Properties
* frontier orbital gap (alpha / beta): 1.97 / 6.69 eV
* expectation value of S²: 0.758
* energy relative to the best compared isomer or geometry (same formula, charge and spin): 252.9 kJ/mol
* total charge: -1
* spin multiplicity: 2
* E: -576.22174 hartree



No. 4
ORCA calculation (wB97M-V/def2-TZVPD) on 2 unconnected molecules or ions with the total composition C2H7IN.

XYZ file:
```
11
Properties=species:S:1:pos:R:3:nbo_charge:R:1
C -0.9675 -0.3311 -0.0188 -0.3883
C 1.3993 0.6212 -0.1683 -0.3623
N 0.5207 -0.5478 -0.0843 -0.5998
I 3.4748 0.0194 0.1469 0.2646
H -1.2575 -0.3638 -1.1218 0.2415
H -1.4065 -1.0690 0.4920 0.2360
H -0.9926 0.7194 0.4079 0.2487
H 1.3211 1.0849 -1.1723 0.2214
H 0.8433 1.8153 1.1681 0.2424
H 0.8804 -1.1931 -0.8149 0.4458
H 1.0079 -0.9805 0.7403 0.4499
```

## Properties
* frontier orbital gap: 8.94 eV
* energy relative to the best compared isomer or geometry (same formula, charge and spin): 354.3 kJ/mol
* total charge: +1
* E: -432.43678 hartree